{"formula": "C47H37F3N3SSbTeTi", "method": "ωB97M-V with the def2-TZVPD basis set", "energy_ev": -109739.695, "e_above_lowest_kj_mol": 105.52, "homo_ev": [-6.634, -7.195], "homo_lumo_gap_ev": [5.3, 5.9], "max_force_ev_per_a": 4.31, "multiplicity": 3, "symbols": ["Ti", "C", "C", "C", "C", "C", "C", "C", "C", "S", "C", "N", "C", "C", "C", "C", "C", "C", "C", "C", "H", "H", "H", "H", "H", "H", "H", "H", "H", "H", "H", "H", "H", "H", "H", "H", "N", "C", "C", "C", "C", "N", "C", "C", "H", "H", "H", "H", "Te", "C", "C", "C", "C", "C", "C", "H", "H", "H", "H", "H", "F", "C", "C", "C", "C", "C", "C", "Sb", "C", "C", "C", "C", "F", "C", "C", "C", "C", "C", "C", "F", "C", "C", "H", "H", "H", "H", "H", "H", "H", "H", "H", "H", "H", "H"], "coordinates": [[1.652, -0.351, -0.258], [-3.631, 1.634, 4.474], [-2.386, 0.932, 3.880], [-1.416, 0.477, 4.945], [-2.817, -0.273, 3.047], [-1.622, 1.904, 2.880], [-1.728, 3.327, 2.860], [-1.055, 4.134, 1.977], [-0.213, 3.530, 1.127], [0.742, 4.216, -0.199], [1.406, 2.657, -0.510], [1.075, 1.694, 0.268], [0.025, 2.140, 1.110], [-0.682, 1.375, 2.050], [2.459, 2.260, -1.492], [3.067, 3.236, -2.223], [4.133, 2.966, -3.105], [4.340, 1.629, -3.345], [3.666, 0.593, -2.672], [2.647, 0.891, -1.732], [-4.091, 1.022, 5.248], [-4.360, 1.716, 3.689], [-3.486, 2.697, 4.846], [-0.492, -0.157, 4.586], [-2.006, -0.077, 5.624], [-1.067, 1.251, 5.537], [-3.556, -0.946, 3.500], [-1.929, -0.903, 2.812], [-3.292, 0.000, 2.069], [-2.420, 3.827, 3.591], [-1.144, 5.234, 1.963], [-0.238, 0.408, 2.197], [2.820, 4.379, -2.121], [4.635, 3.740, -3.620], [5.188, 1.316, -3.825], [3.917, -0.377, -2.891], [2.921, -0.494, 7.033], [2.794, -0.490, 5.922], [2.766, -0.437, 4.539], [2.633, -1.629, 3.815], [2.404, -1.458, 2.491], [2.447, -0.303, 1.733], [2.628, 0.760, 2.531], [2.767, 0.783, 3.888], [2.499, -2.599, 4.098], [2.259, -2.368, 1.978], [2.754, 1.746, 2.149], [2.780, 1.684, 4.365], [1.513, -3.205, -1.044], [3.665, -3.500, -1.022], [4.237, -3.996, -2.191], [5.590, -4.311, -2.202], [6.379, -4.071, -1.051], [5.821, -3.594, 0.104], [4.410, -3.361, 0.146], [3.540, -4.206, -3.046], [6.122, -4.603, -3.127], [7.446, -4.395, -1.065], [6.280, -3.486, 1.095], [3.964, -3.078, 1.067], [-5.627, -3.657, 0.970], [-4.647, -2.877, 0.451], [-4.935, -1.718, -0.238], [-3.931, -0.935, -0.739], [-2.569, -1.370, -0.569], [-2.338, -2.548, 0.059], [-3.352, -3.299, 0.675], [-0.985, -0.316, -1.507], [-1.255, -1.127, -3.424], [-2.309, -1.963, -3.851], [-2.413, -2.519, -5.115], [-1.326, -2.271, -5.947], [-1.335, -2.746, -7.200], [-0.310, -1.409, -5.606], [-0.269, -0.855, -4.327], [-2.193, 1.498, -1.796], [-2.799, 2.233, -0.778], [-3.393, 3.505, -0.936], [-3.332, 4.076, -2.227], [-3.873, 5.306, -2.531], [-2.711, 3.434, -3.237], [-2.128, 2.162, -3.097], [-6.001, -1.522, -0.482], [-4.206, -0.097, -1.341], [-1.313, -2.828, 0.151], [-3.085, -4.260, 1.097], [-3.064, -2.283, -3.152], [-3.152, -3.217, -5.412], [0.489, -1.206, -6.377], [0.559, -0.206, -4.078], [-2.815, 1.859, 0.255], [-3.880, 3.991, -0.011], [-2.551, 3.961, -4.229], [-1.712, 1.712, -3.945]]}